No. 1
# C9H10N2O2

A molecular structure, C9H10N2O2 at a distorted geometry (ωB97M-V/def2-TZVPD, the Open Molecules 2025 dataset).

Geometry as XYZ:
```
23
Properties=species:S:1:pos:R:3:forces:R:3
C 0.24375 -2.62396 0.05836 0.0 -0.4 -0.1
C 1.28085 -0.62803 0.75543 0.5 0.8 -0.3
C 0.06106 0.13426 0.66788 0.2 -0.6 0.0
C -0.95278 -1.97702 0.21628 0.0 -0.1 -0.1
C 1.49636 -1.90251 0.18753 -0.1 0.7 -0.1
C -1.06974 -0.50399 0.34944 0.0 0.7 0.2
C 1.99829 0.46929 0.38698 -1.1 0.9 1.2
C 3.36981 0.79062 0.00038 0.0 0.0 -0.4
C -2.37473 1.42405 0.12184 0.0 0.2 0.0
N 0.87285 1.34041 0.56188 -0.2 0.9 0.1
N -2.14890 -2.63424 0.19174 -0.1 0.1 0.0
O 2.62158 -2.05466 -0.26754 0.6 -2.3 -0.4
O -2.30757 0.01778 0.07877 0.2 -0.6 0.0
H 0.24972 -3.67399 -0.19038 0.0 -0.2 0.0
H 3.46623 1.81690 -0.34534 0.0 0.1 0.0
H 3.66457 0.08298 -0.77895 0.1 0.0 0.0
H 4.04078 0.62135 0.84166 0.0 0.0 0.0
H -3.43047 1.68601 0.16971 0.1 0.0 0.0
H -1.92847 1.85642 -0.77945 0.0 0.0 0.0
H -1.85726 1.81114 1.00404 0.0 0.0 0.0
H 0.65776 2.08915 -0.08462 0.0 -0.1 -0.1
H -2.16492 -3.58827 -0.12359 0.0 0.0 0.0
H -2.96601 -2.07599 0.01430 -0.1 -0.1 0.0
```
Forces are in eV/Å.

## Properties
Net charge: 0
LUMO (spin up / spin down), eV: 0.2 / 0.2
Frontier orbital gap (spin up / spin down), eV: 8.11 / 8.11
Molar mass, g/mol: 178.2
Energy relative to the best compared isomer or geometry (same formula, charge and spin), kJ/mol: 357.5

---

No. 2
# C6H8S

C6H8S in the gas phase at a distorted geometry (ωB97M-V/def2-TZVPD, the Open Molecules 2025 dataset).

Geometry as XYZ:
```
15
Properties=species:S:1:pos:R:3:forces:R:3
C -0.98232 0.59613 0.15436 -0.6 0.5 -0.4
C -0.13931 1.73161 0.21133 0.2 0.6 -0.3
C -0.29135 -0.71883 0.33510 0.1 -0.3 -0.8
C 1.21238 1.18139 0.05828 0.3 -0.3 0.4
C 1.10466 -0.34714 -0.18261 -0.1 0.4 -2.4
C -2.24919 0.90782 -0.16215 -0.6 -1.7 0.0
S -3.59772 -0.16562 -0.25690 -0.4 0.6 -0.5
H -0.38544 -0.92271 1.37962 0.6 -0.5 0.9
H -0.65192 -1.61381 -0.20589 -0.3 0.6 0.1
H 1.64490 1.81297 -0.70441 0.3 -0.1 -0.8
H 1.85868 1.48710 0.88355 -0.1 -0.2 0.4
H 1.91024 -0.90224 0.19730 1.0 -0.8 0.9
H 1.16282 -0.59687 -1.32334 -0.4 0.6 1.8
H -2.45642 1.86622 -0.52732 -0.4 1.5 0.1
H -2.97242 -1.18292 0.27155 0.4 -0.9 0.3
```
Forces are in eV/Å.

## Properties
Net charge: 0
LUMO, eV: -0.3
Frontier orbital gap, eV: 7.68
Molar mass, g/mol: 112.2
Energy relative to the best compared isomer or geometry (same formula, charge and spin), kJ/mol: 346.6

---

No. 3
# C34H27ClI2MoN6O4

A molecular structure, C34H27ClI2MoN6O4 (ωB97M-V/def2-TZVPD, the Open Molecules 2025 dataset).

Geometry as XYZ:
```
75
Properties=species:S:1:pos:R:3:forces:R:3
Mo 0.24798 0.26057 0.14342 0.6 0.2 0.1
C -0.46245 -2.37543 1.83402 0.0 0.0 0.0
N 0.20726 -2.01864 0.56523 -0.1 0.1 0.2
C -0.22340 -2.79262 -0.62897 0.0 0.0 0.0
C -0.73114 -1.86890 -1.68612 0.0 0.0 0.1
N -0.82947 -0.56903 -1.48911 -0.1 0.3 -0.2
C -1.42353 -0.03240 -2.64267 0.0 -0.1 0.1
C -1.83257 1.26234 -2.94475 0.0 0.0 0.0
C -2.41748 1.46484 -4.17766 0.0 0.0 0.0
C -2.60290 0.40944 -5.08556 0.0 0.0 0.0
C -2.22628 -0.88255 -4.78208 0.0 0.0 0.0
C -1.63911 -1.07434 -3.53850 0.0 -0.1 0.0
N -1.18466 -2.22529 -2.89125 -0.1 0.0 -0.1
C -1.45287 -1.30363 2.12186 0.0 0.0 0.0
N -1.43546 -0.16174 1.45991 -0.1 0.0 -0.1
C -2.51212 0.59862 1.95953 0.0 0.0 -0.1
C -3.03516 1.83179 1.57328 0.0 0.0 0.0
C -4.16124 2.27137 2.23763 0.0 0.0 0.0
C -4.76257 1.52063 3.26081 0.0 0.0 0.0
C -4.26533 0.29075 3.63558 0.0 0.0 0.0
C -3.13826 -0.14850 2.95377 0.0 -0.1 0.1
N -2.43148 -1.34831 3.02802 -0.1 0.0 0.0
H -0.95026 -3.34931 1.77427 0.0 0.0 0.0
H 0.28188 -2.43014 2.62996 0.0 0.0 0.0
H 1.21240 -2.14064 0.66208 0.0 -0.1 0.0
H 0.61082 -3.38674 -1.00339 0.0 0.0 0.0
H -1.02134 -3.48332 -0.35123 0.0 0.0 0.0
H -1.73066 2.06910 -2.23282 0.0 0.0 0.0
H -2.75626 2.45513 -4.44950 0.0 0.0 0.0
H -3.06945 0.61248 -6.03943 0.0 0.0 0.0
H -2.39117 -1.69796 -5.47298 0.0 0.0 0.0
H -1.22026 -3.16408 -3.25686 0.0 0.0 0.0
H -2.58635 2.42372 0.78979 0.0 0.0 0.0
H -4.60203 3.21773 1.95479 0.0 0.0 0.0
H -5.64187 1.90944 3.75551 0.0 0.0 0.0
H -4.73600 -0.30317 4.40715 0.0 0.0 0.0
H -2.63411 -2.12148 3.64233 0.0 0.0 0.0
I 4.53172 -2.48294 -0.81962 0.0 0.0 0.0
C 4.06565 -0.57444 -1.48664 0.1 -0.1 0.0
C 4.96419 0.16882 -2.28861 0.0 0.0 0.0
C 4.64020 1.41455 -2.75421 0.0 0.0 0.0
I 6.01409 2.44012 -3.93250 0.0 0.0 0.0
C 3.37893 1.99234 -2.43288 0.0 0.0 0.0
C 2.90021 3.25246 -2.84818 0.1 0.0 0.0
C 1.66269 3.67838 -2.44191 0.0 0.0 0.0
C 0.88327 2.87032 -1.60894 0.0 0.0 0.0
N 1.28274 1.67071 -1.21707 0.0 -0.1 0.0
C 2.51606 1.23587 -1.62695 -0.1 0.1 0.0
C 2.85532 -0.03759 -1.16161 -0.3 -0.1 0.0
O 1.90949 -0.65146 -0.43006 0.1 0.1 0.0
H 5.92294 -0.26442 -2.53801 0.0 0.0 0.0
H 3.51928 3.87896 -3.47734 0.0 0.0 0.0
H 1.27918 4.64464 -2.73665 0.0 0.0 0.0
H -0.05981 3.23116 -1.22589 0.0 0.0 0.0
C 1.15193 6.75012 -0.13067 0.0 0.0 0.0
C -0.10530 6.34214 0.58670 0.0 0.0 -0.1
C -1.27870 7.07010 0.46063 0.0 0.0 0.0
C -2.41857 6.71607 1.16929 0.0 0.0 0.0
Cl -3.86757 7.64393 0.98328 0.0 0.0 0.0
C -2.40308 5.63176 2.02219 0.0 0.0 0.0
C -1.24232 4.87733 2.14801 0.0 0.0 0.0
C -0.11263 5.23330 1.43422 0.0 -0.1 0.0
O 1.08699 4.54426 1.49264 0.0 0.0 0.0
C 1.20368 3.44246 2.34161 0.0 0.0 0.1
C 0.74276 2.18399 1.65889 -0.1 -0.2 0.0
O 1.32754 1.07531 1.82165 -0.1 0.0 -0.2
O -0.22000 2.19468 0.80784 0.0 -0.3 0.0
H 0.93894 7.51451 -0.87531 0.0 0.0 0.0
H 1.63279 5.90175 -0.61935 0.0 0.0 0.0
H 1.87894 7.15740 0.57419 0.0 0.0 0.0
H -1.30409 7.93540 -0.18929 0.0 0.0 0.0
H -3.28672 5.38178 2.59269 0.0 0.0 0.0
H -1.24843 4.02453 2.81298 0.0 0.0 0.0
H 0.67028 3.56264 3.29101 0.1 0.0 0.0
H 2.26127 3.30778 2.56354 0.0 0.0 0.0
```
Forces are in eV/Å.

## Properties
⟨S²⟩: 2.02
Net charge: +2
LUMO (spin up / spin down), eV: -5.6 / -6.6
Frontier orbital gap (spin up / spin down), eV: 6.99 / 5.97
Molar mass, g/mol: 968.8
Energy relative to the best compared isomer or geometry (same formula, charge and spin), kJ/mol: 0.0
Spin multiplicity: 3

---

Which value of energy relative to the best compared isomer or geometry (same formula, charge and spin) does entry 3 give? 0.0 kJ/mol